A cluster of 2 separate species, C32H30F6N3O in total at a distorted geometry, computed with ωB97M-V/def2-TZVPD.

HOMO-LUMO gap, eV: 4.7
Total charge: +1
Maximum force, eV/A: 1.646
LUMO level, eV: -5.05
Calculated total energy, a.u.: -2075.82223

Geometry as XYZ:
```
72
Properties=species:S:1:pos:R:3:lowdin_charge:R:1
F 4.3735 -7.1068 1.8800 0.119
F 3.9078 -5.3464 0.6252 0.112
F -4.6208 0.1742 -2.3091 0.109
F -6.3672 0.8479 -3.4966 0.134
F -5.3167 -1.0310 -4.0193 0.115
F 2.2657 -6.5195 1.5261 0.097
O -1.2241 0.7103 4.7375 -0.066
N -3.0819 2.1871 3.1663 -0.029
N 3.1801 -3.7544 2.7463 -0.157
N -5.8544 -2.2152 -1.6067 -0.155
C 3.5629 -5.1426 2.9770 -0.040
C 3.4356 1.5655 3.1642 -0.082
C -5.3727 -1.7524 0.7356 0.015
C -5.2190 2.7525 2.2418 -0.053
C -2.1553 -1.9112 2.6024 0.120
C -1.7079 2.1866 2.9939 -0.043
C -3.6116 -2.5076 -0.8018 0.028
C -3.0644 -1.9594 1.5127 -0.183
C 4.2624 -2.8178 2.5302 -0.031
C 2.8724 0.7550 4.1575 -0.093
C -4.9640 -2.1648 -0.5580 -0.211
C -0.8241 1.4726 3.8214 -0.381
C -0.3177 -3.3799 1.6780 0.010
C 3.5333 -6.0294 1.7546 -0.530
C 2.6199 2.4035 2.3959 -0.072
C -5.0930 1.7575 4.4164 -0.042
C 1.0152 -3.7239 1.6824 0.032
C 1.3161 -2.5378 3.7910 0.024
C -3.7161 1.7230 4.3071 0.000
C -6.0365 -3.4264 -2.3728 -0.035
C 0.6612 1.5846 3.5832 -0.139
C 0.0012 -2.1493 3.7463 0.012
C -2.6722 -2.2393 0.1646 0.007
C -3.8525 2.6966 2.1361 -0.021
C -0.8515 -2.4750 2.6495 -0.168
C 1.2383 2.4081 2.6023 -0.029
C -4.4502 -1.7055 1.7534 0.006
C -5.7522 -0.2497 -2.9742 -0.524
C 1.5037 0.8082 4.3931 -0.046
C -6.6092 -1.0592 -2.0344 -0.044
C 1.8535 -3.3410 2.7553 -0.189
C -5.8688 2.2814 3.3845 -0.063
H 3.0522 3.0566 1.6341 0.108
H -7.0734 -3.4582 -2.7303 0.101
H 2.8649 -5.5977 3.6961 0.153
H 3.5017 0.0918 4.7603 0.105
H 1.4694 -4.2824 0.8646 0.122
H -7.4937 -1.3964 -2.5862 0.147
H 4.5122 1.5576 3.0004 0.105
H -5.8470 -4.2947 -1.7265 0.105
H -0.4172 -1.5394 4.5452 0.109
H -5.7795 3.1732 1.4105 0.117
H -3.3462 -2.8995 -1.7843 0.134
H -6.8559 -0.4237 -1.1760 0.143
H -3.2990 3.0427 1.2677 0.134
H -1.3607 2.7042 2.1053 0.096
H -6.9465 2.3275 3.4736 0.109
H -0.9668 -3.8039 0.9143 0.113
H 1.9638 -2.2440 4.6170 0.128
H -4.7723 -1.4818 2.7725 0.127
H -6.4348 -1.5532 0.9121 0.130
H 4.5544 -2.7699 1.4672 0.097
H 1.0657 0.2234 5.2031 0.111
H -2.5020 -1.4163 3.5155 0.133
H -5.3593 -3.4914 -3.2387 0.092
H 0.5934 3.0509 2.0071 0.100
H -1.6154 -2.2474 -0.0963 0.120
H 4.5989 -5.1538 3.3409 0.142
H -5.5371 1.3758 5.3293 0.117
H 5.1318 -3.1397 3.1139 0.094
H -3.0836 1.3129 5.0787 0.113
H 3.9585 -1.8121 2.8445 0.080
```